Entry 1:
A 3-piece molecular cluster, C3H11NO2 overall at a distorted geometry, computed with wB97M-V/def2-TZVPD.

- HOMO energy: -8.268 eV
- 2S+1: 1
- Energy above the lowest of the compared OMol25 structures with the same formula, charge and spin: 195.63 kJ/mol
- F_max: 5.25 eV/Å
- Frontier orbital gap: 9.14 eV

Bonds (Å) are listed after each position.
Atoms and positions in Å:
1 C 2.593 -0.646 -3.274  C2 1.501, H5 1.105, H6 1.157, H7 1.096
2 C 1.230 -1.166 -2.921  C1 1.501, C3 1.272, H8 1.129
3 C 0.648 -1.540 -1.854  C2 1.272, N4 1.415, H9 1.161
4 N 1.046 -1.127 -0.562  C3 1.415, H10 1.035, H11 0.991
5 H 2.806 -0.878 -4.333  C1 1.105
6 H 2.994 0.419 -3.065  C1 1.157
7 H 3.366 -1.345 -2.935  C1 1.096
8 H 0.596 -1.583 -3.757  C2 1.129
9 H -0.006 -2.496 -1.938  C3 1.161
10 H 1.348 -1.877 0.084  N4 1.035
11 H 1.570 -0.286 -0.535  N4 0.991
12 H -3.433 0.157 6.675  O14 0.983
13 H -1.916 0.099 7.266  O14 0.998
14 O -2.718 0.672 7.110  H12 0.983, H13 0.998
15 H -3.677 4.508 1.650  O17 0.968
16 H -3.340 3.109 1.317  O17 0.935
17 O -3.106 3.981 1.073  H15 0.968, H16 0.935

Atom charges from the Mulliken analysis, given in e for atoms 1 to 5: -0.918 -0.380 0.043 -0.483 0.310

Entry 2:
A 2-piece molecular cluster, C3H11NO2 overall at a distorted geometry, computed with wB97M-V/def2-TZVPD.

- HOMO energy: -8.862 eV
- 2S+1: 1
- Energy above the lowest of the compared OMol25 structures with the same formula, charge and spin: 150.55 kJ/mol
- F_max: 3.42 eV/Å
- Frontier orbital gap: 9.57 eV

Bonds (Å) are listed after each position.
Atoms and positions in Å:
1 C 0.590 2.197 -0.018  N2 1.504, H6 1.121, H7 1.105, H8 1.131
2 N -0.670 1.480 -0.419  C1 1.504, C3 1.476, H9 1.031
3 C -0.626 0.014 -0.250  N2 1.476, C4 1.560, H10 1.108, H11 1.095
4 C -2.035 -0.655 -0.279  C3 1.560, O5 1.471, H12 1.075, H13 1.139
5 O -2.430 -1.060 1.079  C4 1.471, H14 1.038
6 H 1.196 1.657 0.755  C1 1.121
7 H 1.140 2.239 -0.976  C1 1.105
8 H 0.192 3.169 0.402  C1 1.131
9 H -1.446 1.983 0.037  N2 1.031
10 H -0.174 -0.173 0.744  C3 1.108
11 H 0.051 -0.440 -0.983  C3 1.095
12 H -1.995 -1.495 -0.948  C4 1.075
13 H -2.831 0.050 -0.685  C4 1.139
14 H -1.659 -0.595 1.595  O5 1.038
15 H 4.206 -3.158 0.270  O17 0.958
16 H 3.134 -2.494 -0.612  O17 0.956
17 O 3.354 -2.719 0.290  H15 0.958, H16 0.956

Atom charges from the Mulliken analysis, given in e for atoms 1 to 5: -0.756 -0.406 -0.474 -0.220 -0.505

Entry 3:
A 3-piece molecular cluster, C3H11NO2 overall at a distorted geometry, computed with wB97M-V/def2-TZVPD.

- HOMO energy: -9.091 eV
- 2S+1: 1
- Energy above the lowest of the compared OMol25 structures with the same formula, charge and spin: 246.49 kJ/mol
- F_max: 4.80 eV/Å
- Frontier orbital gap: 9.86 eV

Bonds (Å) are listed after each position.
Atoms and positions in Å:
1 N 3.164 -2.869 1.235  C2 1.476, H5 1.012, H6 1.006
2 C 1.767 -3.175 0.868  N1 1.476, C4 1.551, H7 1.110, H8 1.080
3 C 0.192 -1.583 2.234  C4 1.315, H9 1.070, H10 1.206
4 C 0.889 -1.934 1.176  C2 1.551, C3 1.315, H11 1.105
5 H 3.279 -3.082 2.217  N1 1.012
6 H 3.641 -2.049 0.901  N1 1.006
7 H 1.451 -3.865 1.679  C2 1.110
8 H 1.806 -3.636 -0.108  C2 1.080
9 H 0.146 -0.657 2.769  C3 1.070
10 H -0.125 -2.430 3.032  C3 1.206
11 H 0.859 -1.366 0.229  C4 1.105
12 H -2.572 5.903 -1.231  O14 0.942
13 H -3.708 6.044 -0.345  O14 0.958
14 O -3.201 6.557 -0.976  H12 0.942, H13 0.958
15 H -1.886 2.531 -4.176  O17 0.949
16 H -2.880 2.971 -5.208  O17 0.972
17 O -2.821 2.640 -4.296  H15 0.949, H16 0.972

Atom charges from the Mulliken analysis, given in e for atoms 1 to 5: -0.508 -0.594 -0.543 -0.036 0.231

Entry 4:
A 3-piece molecular cluster, C3H11NO2 overall at a distorted geometry, computed with wB97M-V/def2-TZVPD.

- HOMO energy: -8.050 eV
- 2S+1: 1
- Energy above the lowest of the compared OMol25 structures with the same formula, charge and spin: 119.14 kJ/mol
- F_max: 1.69 eV/Å
- Frontier orbital gap: 8.48 eV

Bonds (Å) are listed after each position.
Atoms and positions in Å:
1 C -1.403 1.869 0.428  C2 1.327, H5 1.085, H6 1.084
2 C -1.180 0.883 1.288  C1 1.327, N3 1.379, H7 1.084
3 N -0.185 -0.067 1.190  C2 1.379, C4 1.443, H8 0.974
4 C 0.270 -0.777 2.360  N3 1.443, H9 1.089, H10 1.092, H11 1.075
5 H -0.758 2.228 -0.367  C1 1.085
6 H -2.321 2.446 0.456  C1 1.084
7 H -1.853 0.742 2.127  C2 1.084
8 H 0.540 0.157 0.578  N3 0.974
9 H 1.335 -0.733 2.581  C4 1.089
10 H -0.210 -0.429 3.277  C4 1.092
11 H 0.004 -1.818 2.337  C4 1.075
12 H 3.355 -0.331 -0.611  O14 0.964
13 H 3.475 -1.637 0.196  O14 0.957
14 O 3.718 -0.712 0.196  H12 0.964, H13 0.957
15 H -1.927 0.004 -5.674  O17 0.967
16 H -1.170 -0.896 -4.779  O17 0.960
17 O -1.689 -0.929 -5.586  H15 0.967, H16 0.960

Atom charges from the Mulliken analysis, given in e for atoms 1 to 5: -0.925 0.222 -0.204 -0.890 0.234

Entry 5:
A 3-piece molecular cluster, C3H11NO2S2 overall at a distorted geometry, computed with wB97M-V/def2-TZVPD.

- HOMO energy: -8.143 eV
- 2S+1: 1
- Energy above the lowest of the compared OMol25 structures with the same formula, charge and spin: 607.42 kJ/mol
- F_max: 5.93 eV/Å
- Frontier orbital gap: 3.26 eV

Bonds (Å) are listed after each position.
Atoms and positions in Å:
1 N -1.078 -0.668 -0.129  C2 1.488, H8 1.033, H9 1.063
2 C -0.496 0.691 -0.301  N1 1.488, C3 1.534, C5 1.561, H10 1.137
3 C -0.721 1.524 0.967  C2 1.534, O4 1.420, H11 1.084, H12 1.141
4 O 0.320 1.452 1.930  C3 1.420, H13 0.990
5 C 0.996 0.785 -0.753  C2 1.561, S6 1.825, H14 1.157, H15 1.078
6 S 1.184 0.534 -2.550  C5 1.825
7 S -0.354 -1.062 2.960  H16 1.311
8 H -0.982 -1.178 0.764  N1 1.033
9 H -1.171 -1.290 -0.986  N1 1.063
10 H -1.050 1.033 -1.232  C2 1.137
11 H -0.926 2.506 0.557  C3 1.084
12 H -1.615 1.044 1.490  C3 1.141
13 H 0.214 0.662 2.518  O4 0.990
14 H 1.589 -0.020 -0.169  C5 1.157
15 H 1.099 1.848 -0.605  C5 1.078
16 H -0.069 -1.253 4.226  S7 1.311
17 H 0.016 -1.185 -2.941  O19 0.988
18 H -0.405 -2.732 -3.248  O19 0.975
19 O -0.458 -1.990 -2.618  H17 0.988, H18 0.975

Atom charges from the Mulliken analysis, given in e for atoms 1 to 5: -0.141 0.207 -1.086 -0.485 -0.372

Entry 6:
A 2-piece molecular cluster, C3H11NO3 overall at a distorted geometry, computed with wB97M-V/def2-TZVPD.

- HOMO energy: -9.817 eV
- 2S+1: 1
- Energy above the lowest of the compared OMol25 structures with the same formula, charge and spin: 344.82 kJ/mol
- F_max: 5.04 eV/Å
- Frontier orbital gap: 10.42 eV

Bonds (Å) are listed after each position.
Atoms and positions in Å:
1 C 1.460 0.580 1.316  O2 1.413, C3 1.508, H7 1.124, H8 1.100
2 O 1.760 -0.132 2.500  C1 1.413, H9 0.975
3 C 0.150 0.209 0.668  C1 1.508, C4 1.548, N6 1.574, H10 1.034
4 C 0.234 0.805 -0.758  C3 1.548, O5 1.454, H11 1.146, H12 1.081
5 O -1.133 1.036 -1.197  C4 1.454, H13 0.919
6 N -0.136 -1.339 0.691  C3 1.574, H14 1.036, H15 0.998
7 H 1.348 1.661 1.602  C1 1.124
8 H 2.339 0.424 0.673  C1 1.100
9 H 2.649 -0.515 2.382  O2 0.975
10 H -0.572 0.750 1.171  C3 1.034
11 H 0.571 0.077 -1.577  C4 1.146
12 H 0.754 1.750 -0.689  C4 1.081
13 H -1.911 0.668 -1.520  O5 0.919
14 H 0.427 -1.604 -0.138  N6 1.036
15 H -1.101 -1.447 0.460  N6 0.998
16 H -2.282 -1.060 -2.612  O18 0.966
17 H -1.892 -0.783 -1.247  O18 0.956
18 O -2.665 -1.080 -1.725  H16 0.966, H17 0.956

Atom charges from the Mulliken analysis, given in e for atoms 1 to 5: -0.820 -0.497 0.329 -0.456 -0.590

Entry 7:
A 3-piece molecular cluster, C3H11NO3 overall at a distorted geometry, computed with wB97M-V/def2-TZVPD.

- HOMO energy: -9.662 eV
- 2S+1: 1
- Energy above the lowest of the compared OMol25 structures with the same formula, charge and spin: 90.58 kJ/mol
- F_max: 2.21 eV/Å
- Frontier orbital gap: 10.03 eV

Bonds (Å) are listed after each position.
Atoms and positions in Å:
1 C 0.728 -1.573 -0.166  C2 1.530, H6 1.078, H7 1.091, H8 1.090
2 C 1.389 -0.264 -0.602  C1 1.530, N3 1.408, O5 1.203
3 N 0.455 0.698 -1.033  C2 1.408, C4 1.474, H9 1.007
4 C -0.935 0.437 -1.447  N3 1.474, H10 1.085, H11 1.088, H12 1.081
5 O 2.564 -0.011 -0.654  C2 1.203
6 H 1.470 -2.214 0.283  C1 1.078
7 H -0.113 -1.320 0.482  C1 1.091
8 H 0.269 -2.123 -0.987  C1 1.090
9 H 0.747 1.624 -0.766  N3 1.007
10 H -1.399 1.410 -1.572  C4 1.085
11 H -1.487 -0.165 -0.729  C4 1.088
12 H -0.895 -0.112 -2.378  C4 1.081
13 H -2.139 0.179 1.630  O15 0.966
14 H -2.406 -1.048 2.371  O15 0.959
15 O -2.507 -0.702 1.482  H13 0.966, H14 0.959
16 H -0.420 2.085 2.116  O18 0.960
17 H 0.054 1.200 1.033  O18 0.976
18 O -0.714 1.317 1.623  H16 0.960, H17 0.976

Atom charges from the Mulliken analysis, given in e for atoms 1 to 5: -0.903 0.576 -0.322 -0.844 -0.596

Entry 8:
A 4-piece molecular cluster, C3H11NO3 overall at a distorted geometry, computed with wB97M-V/def2-TZVPD.

- HOMO energy: -9.676 eV
- 2S+1: 1
- Energy above the lowest of the compared OMol25 structures with the same formula, charge and spin: 332.56 kJ/mol
- F_max: 4.12 eV/Å
- Frontier orbital gap: 10.24 eV

Bonds (Å) are listed after each position.
Atoms and positions in Å:
1 C -0.702 -0.077 -0.627  C2 1.336, N4 1.483, H5 1.011
2 C -1.820 0.654 -0.665  C1 1.336, H6 1.042, H7 1.143
3 C -0.678 -0.926 -2.872  N4 1.262, H8 1.103, H9 1.108
4 N -0.426 -1.114 -1.650  C1 1.483, C3 1.262
5 H 0.109 0.061 -0.039  C1 1.011
6 H -2.350 0.544 -1.556  C2 1.042
7 H -2.345 1.188 0.199  C2 1.143
8 H -0.212 -1.626 -3.584  C3 1.103
9 H -1.136 -0.058 -3.385  C3 1.108
10 H 1.102 3.331 3.340  O12 0.920
11 H -0.303 3.686 3.695  O12 0.979
12 O 0.292 2.930 3.515  H10 0.920, H11 0.979
13 H 0.829 -2.236 -1.291  O15 0.995
14 H 2.293 -2.691 -0.958  O15 0.974
15 O 1.532 -2.900 -1.528  H13 0.995, H14 0.974
16 H 0.702 0.313 2.654  O18 0.993
17 H 1.581 -1.032 2.509  O18 1.022
18 O 1.532 -0.046 2.242  H16 0.993, H17 1.022

Atom charges from the Mulliken analysis, given in e for atoms 1 to 5: -0.250 -0.627 -0.277 -0.434 0.552

Entry 9:
A 3-piece molecular cluster, C3H11NO3S overall at a distorted geometry, computed with wB97M-V/def2-TZVPD.

- HOMO energy: -0.041 eV
- 2S+1: 1
- Energy above the lowest of the compared OMol25 structures with the same formula, charge and spin: 99.23 kJ/mol
- Net charge: -2
- F_max: 2.86 eV/Å
- Frontier orbital gap: 5.98 eV

Bonds (Å) are listed after each position.
Atoms and positions in Å:
1 C -0.022 -0.308 0.221  O2 1.400, C3 1.565, H7 1.114, H8 1.089
2 O 1.143 0.051 -0.467  C1 1.400, H15 1.033
3 C -1.241 0.047 -0.695  C1 1.565, C4 1.550, N6 1.451, H9 1.104
4 C -2.161 -1.185 -0.884  C3 1.550, S5 1.857, H10 1.075, H11 1.109
5 S -2.931 -1.921 0.637  C4 1.857
6 N -2.077 1.171 -0.319  C3 1.451, H12 1.025, H13 1.024
7 H -0.013 -1.414 0.360  C1 1.114
8 H -0.205 -0.031 1.258  C1 1.089
9 H -0.809 0.017 -1.711  C3 1.104
10 H -1.584 -2.045 -1.174  C4 1.075
11 H -2.980 -0.979 -1.604  C4 1.109
12 H -2.731 0.748 0.348  N6 1.025
13 H -1.437 1.770 0.209  N6 1.024
14 H 2.496 2.287 0.531  O16 0.967
15 H 1.852 0.735 -0.155  O2 1.033
16 O 3.089 1.707 0.035  H14 0.967
17 H 3.473 0.520 0.758  O19 1.102
18 H 2.639 -0.792 1.256  O19 0.965
19 O 3.500 -0.379 1.395  H17 1.102, H18 0.965

Atom charges from the Mulliken analysis, given in e for atoms 1 to 5: -0.729 -0.482 0.598 -1.276 -0.735

Entry 10:
A 4-piece molecular cluster, C3H11NO4 overall at a distorted geometry, computed with wB97M-V/def2-TZVPD.

- HOMO energy: -9.009 eV
- 2S+1: 1
- Energy above the lowest of the compared OMol25 structures with the same formula, charge and spin: 736.81 kJ/mol
- F_max: 2.16 eV/Å
- Frontier orbital gap: 4.61 eV

Bonds (Å) are listed after each position.
Atoms and positions in Å:
1 C -1.972 0.862 0.143  C4 1.429, H7 1.069, H8 1.089
2 C 0.624 1.330 -0.730  O3 1.331, H9 1.114, H10 1.088, H11 1.116
3 O 1.669 1.909 -0.144  C2 1.331, H17 1.087
4 C -1.532 -0.443 -0.238  C1 1.429, N5 1.345, O6 1.225
5 N -1.433 -1.416 0.685  C4 1.345, H12 1.000, H13 1.007
6 O -1.156 -0.606 -1.393  C4 1.225
7 H -2.297 1.067 1.141  C1 1.069
8 H -2.151 1.563 -0.670  C1 1.089
9 H 0.196 0.682 0.068  C2 1.114
10 H -0.056 2.026 -1.216  C2 1.088
11 H 0.963 0.656 -1.554  C2 1.116
12 H -1.630 -1.097 1.612  N5 1.000
13 H -0.764 -2.164 0.615  N5 1.007
14 H 0.334 -1.485 -1.066  O16 0.973
15 H 1.629 -1.434 -0.142  O16 0.983
16 O 1.049 -2.018 -0.678  H14 0.973, H15 0.983
17 H 1.978 1.143 0.563  O3 1.087
18 H 2.317 -0.530 1.922  O19 0.973
19 O 2.231 -0.046 1.082  H18 0.973

Atom charges from the Mulliken analysis, given in e for atoms 1 to 5: -0.479 -0.395 -0.506 0.544 -0.314

Q: Look up the energy above the lowest of the compared OMol25 structures with the same formula, charge and spin of the third one.
A: 246.49 kJ/mol

Q: What is the F_max in the fifth record?
A: 5.93 eV/Å

Q: What is the 2S+1 in the fourth record?
A: 1

Q: Among the records above, which one has the highest F_max?
A: C3H11NO2S2